[1]
{"formula": "C5H5NO", "method": "ωB97M-V with the def2-TZVPD basis set", "homo_ev": -9.123, "total_charge": 0, "elements": ["O", "C", "C", "C", "C", "C", "N", "H", "H", "H", "H", "H"], "xyz": [[0.372, 0.440, 1.998], [0.972, 0.291, 0.965], [2.445, 0.303, 0.614], [3.072, 0.042, -0.409], [0.842, -0.042, -0.400], [-2.660, -0.426, -0.382], [-1.699, 0.334, -0.061], [3.748, -0.201, -1.203], [0.703, 0.813, -1.060], [-3.322, -0.926, 0.335], [-2.860, -0.614, -1.440], [-1.602, 0.415, 0.953]], "atomic_forces_ev_per_a": [[0.374, -0.084, -0.501], [-0.371, 0.074, 0.317], [0.453, -0.105, -0.427], [-0.176, 0.134, 0.364], [-0.101, 0.022, 0.041], [0.152, 0.126, -0.027], [-0.364, -0.279, 0.019], [-0.120, 0.010, 0.120], [0.053, -0.030, 0.118], [0.096, 0.116, -0.044], [0.037, 0.014, 0.108], [-0.034, 0.002, -0.086]], "mulliken_charge": [-0.560, 0.846, -0.353, -0.261, -0.319, -0.244, -0.466, 0.411, 0.259, 0.214, 0.242, 0.232]}


[2]
{"formula": "C5H5NO", "method": "ωB97M-V with the def2-TZVPD basis set", "homo_ev": -8.434, "total_charge": 0, "elements": ["O", "C", "C", "C", "C", "C", "N", "H", "H", "H", "H", "H"], "xyz": [[0.398, -1.241, 2.095], [0.180, -1.022, 0.989], [-0.218, -0.704, -0.274], [-0.615, 0.842, -0.371], [0.580, 0.359, -1.075], [1.942, 0.701, -0.693], [2.995, 1.067, -0.382], [-2.527, -0.336, 1.359], [-0.814, -1.462, -0.777], [-0.329, 1.350, 0.563], [-2.383, 0.127, 0.789], [0.481, 0.130, -2.138]], "atomic_forces_ev_per_a": [[-0.124, 0.228, -1.276], [0.218, -0.039, 1.005], [0.012, -0.244, 0.025], [0.166, 0.193, -0.021], [0.057, -0.029, -0.098], [0.844, 0.317, 0.329], [-0.943, -0.414, -0.255], [-0.166, 0.014, 0.075], [0.090, 0.083, 0.086], [-0.045, -0.089, -0.157], [-0.165, -0.079, 0.137], [0.057, 0.061, 0.149]], "mulliken_charge": [-0.252, 0.661, -0.483, -0.590, 0.050, 0.039, -0.395, 0.144, 0.284, 0.289, -0.104, 0.356]}


[3]
{"formula": "C5H5NO", "method": "ωB97M-V with the def2-TZVPD basis set", "homo_ev": -9.441, "total_charge": 0, "smiles": "C#CC#N.C=CO", "elements": ["C", "C", "C", "N", "H", "C", "C", "O", "H", "H", "H", "H"], "xyz": [[0.618, 1.450, 2.223], [0.177, 2.204, 1.412], [-0.878, 2.748, 0.710], [-1.782, 3.155, 0.144], [1.307, 0.984, 2.946], [0.681, 1.372, -1.587], [0.747, 0.420, -0.666], [-0.160, -0.564, -0.168], [-0.265, 1.848, -1.995], [1.567, 1.970, -1.831], [1.739, 0.105, -0.416], [-1.041, -0.448, -0.607]], "atomic_forces_ev_per_a": [[2.476, -0.655, 1.906], [-1.533, 0.238, -0.066], [0.727, 0.076, 0.034], [-0.768, 0.414, -0.505], [-1.025, 0.212, -0.819], [-1.898, 1.575, -0.354], [-0.144, -2.269, -0.800], [-0.125, 2.159, -1.438], [1.058, -1.043, 0.524], [-0.196, -0.643, 0.226], [0.348, -0.061, 0.746], [1.080, -0.002, 0.545]], "mulliken_charge": [-0.209, -0.103, 0.403, -0.392, 0.348, -0.595, -0.191, -0.469, 0.298, 0.252, 0.328, 0.328]}


[4]
{"formula": "C5H5NO", "method": "ωB97M-V with the def2-TZVPD basis set", "homo_ev": -9.086, "total_charge": 0, "elements": ["N", "C", "C", "O", "C", "C", "C", "H", "H", "H", "H", "H"], "xyz": [[1.581, 2.110, -1.402], [1.214, 1.071, -1.044], [0.756, -0.267, -0.621], [1.202, -0.657, 0.720], [0.159, -0.708, 1.566], [-0.852, 0.271, 0.994], [-0.733, -0.454, -0.336], [1.167, -1.006, -1.312], [-0.730, -1.511, 0.049], [-1.854, 0.261, 1.429], [-0.416, 1.282, 1.061], [-1.494, -0.391, -1.103]], "atomic_forces_ev_per_a": [[-0.417, -1.149, 0.416], [0.136, 0.830, -0.177], [-0.286, -0.150, -0.120], [-0.127, -0.271, 0.383], [1.110, 1.194, 1.162], [0.071, -0.359, 0.092], [-0.255, -0.501, -0.305], [0.049, 0.094, 0.168], [-0.515, 0.178, -1.180], [0.350, -0.210, 0.096], [-0.231, -0.202, -0.338], [0.116, 0.546, -0.199]], "mulliken_charge": [-0.405, -0.042, 0.196, -0.182, -0.278, -0.381, -0.569, 0.321, 0.330, 0.291, 0.279, 0.439]}


[5]
{"formula": "C5H5NO", "method": "ωB97M-V with the def2-TZVPD basis set", "homo_ev": -10.635, "total_charge": 0, "smiles": "C#C[C@@H](C#N)CO", "elements": ["C", "C", "C", "C", "N", "C", "O", "H", "H", "H", "H", "H"], "xyz": [[1.138, 2.130, -0.413], [0.731, 1.137, 0.137], [0.361, -0.295, 0.009], [1.305, -1.218, 0.641], [1.998, -1.994, 1.144], [-1.097, -0.743, 0.218], [-1.956, 0.101, -0.498], [1.504, 2.880, -1.083], [0.448, -0.400, -1.082], [-1.374, -0.845, 1.273], [-1.175, -1.735, -0.242], [-1.883, 0.981, -0.104]], "atomic_forces_ev_per_a": [[-0.171, -0.294, 0.154], [0.109, 0.124, -0.890], [0.017, -0.161, -0.558], [0.549, -0.703, 0.611], [-0.625, 0.750, -0.482], [0.030, -0.203, 0.202], [-0.100, 0.257, 0.188], [-0.060, 0.234, 0.572], [0.317, -0.316, 0.197], [0.088, 0.187, -0.011], [-0.022, 0.160, 0.183], [-0.132, -0.036, -0.168]], "mulliken_charge": [-0.048, -0.913, 0.937, 0.115, -0.408, -0.711, -0.492, 0.383, 0.123, 0.339, 0.338, 0.336]}


[6]
{"formula": "C5H5NO", "method": "ωB97M-V with the def2-TZVPD basis set", "homo_ev": [-7.643, -7.642], "total_charge": 0, "elements": ["C", "C", "C", "C", "C", "N", "O", "H", "H", "H", "H", "H"], "xyz": [[-1.226, -0.598, -0.236], [-0.781, 1.005, 0.461], [-0.235, -1.369, 0.328], [0.555, 1.099, 0.217], [1.514, 1.436, -0.611], [0.614, -2.006, 0.874], [-1.627, 1.527, 1.146], [0.683, -3.018, 0.919], [-1.156, -0.495, -1.315], [-2.228, -0.823, 0.122], [2.558, 1.259, -0.368], [1.331, 1.982, -1.536]], "atomic_forces_ev_per_a": [[0.065, -0.040, -0.069], [0.171, 0.503, 0.268], [0.347, -0.311, 0.319], [-0.188, -0.263, -0.087], [-0.048, 0.254, -0.016], [-0.616, 0.210, -0.135], [0.084, -0.425, -0.272], [0.060, 0.148, -0.132], [0.062, 0.006, 0.039], [0.102, 0.076, 0.092], [-0.033, -0.087, -0.003], [-0.006, -0.072, -0.004]], "mulliken_charge": [-0.637, 0.550, 0.412, -0.182, -0.644, -0.325, -0.590, 0.318, 0.283, 0.322, 0.243, 0.251]}


Looking at energy above the lowest of the compared OMol25 structures with the same formula, charge and spin for the records above, in order, we have 658.5 532.6 395.0 399.3 294.4 463.7 kJ/mol.